DFT (ωB97M-V/def2-TZVPD) results for a structure of composition C8H36AgBN16O8.

multiplicity	2
LUMO energy (spin up / spin down)	-2.8 / -8.4	eV
HOMO energy (spin up / spin down)	-11.3 / -11.3	eV
charge	+1
orbital gap (spin up / spin down)	8.48 / 2.91	eV
energy relative to the best compared isomer or geometry (same formula, charge and spin)	0.00	kcal per mole
strongest force on any atom	0.051	Eh/bohr
energy	-1976.14843	Eh

Each line ends with the natural charge from an NBO analysis.
Atoms and positions in Å:
Ag -2.14903 1.70252 0.47918  0.949
O 3.49805 -3.77937 -2.45070  -0.665
O -2.20868 2.48347 -1.64650  -0.768
O -2.23446 1.35468 2.75221  -0.726
O -1.04383 -4.41906 2.78785  -0.641
O -2.59091 -2.14596 -5.01721  -0.094
O 0.93313 -0.81430 -4.74662  -0.627
O 3.80861 -0.65001 2.66964  -0.661
O -0.90293 3.38024 1.32106  -0.740
N -2.67988 3.64267 -3.48762  -0.834
N 5.21787 -3.22232 -1.05493  -0.846
N -0.20852 5.33735 2.28042  -0.828
N 1.20049 0.28199 -2.75533  -0.889
N -2.41682 -0.10711 4.50375  -0.834
N 1.30065 3.82004 1.51510  -0.829
N 3.08387 -3.19790 -0.27261  -0.860
N 1.94712 0.61186 2.95790  -0.843
N -2.88061 -3.32391 -3.04344  -0.742
N 2.79285 0.15912 0.84009  -0.902
N 0.24085 -1.75854 -2.77141  -0.862
N -2.95963 -1.05297 -3.12250  -0.696
N -1.64078 -3.19753 0.99154  -0.875
N -0.47909 -2.17745 2.63759  -0.859
N -0.50961 2.95421 -3.09850  -0.815
N -0.87636 1.56874 4.56972  -0.852
C -2.82401 -2.21836 -3.76513  0.711
C 0.00070 4.13335 1.71756  0.780
C -1.77155 3.03575 -2.67200  0.790
C 2.86809 -0.00906 2.19918  0.767
C 3.88637 -3.39046 -1.35292  0.768
C -1.90746 0.98317 3.87825  0.799
C 0.75275 -0.76936 -3.53751  0.770
C -1.00463 -3.35399 2.19237  0.772
B -0.29188 0.13409 0.07710  -0.897
H -1.90107 -0.53358 5.24595  0.400
H 3.61403 0.21724 0.26975  0.408
H 5.92637 -3.26522 -1.76237  0.411
H -1.56143 -2.32307 0.49813  0.388
H -2.66627 -0.15564 -3.48641  0.453
H -1.14440 -0.35527 -0.53957  -0.041
H -0.48340 -1.34836 2.06611  0.411
H 1.65996 3.01609 1.03206  0.422
H 1.80238 1.00871 -3.09717  0.404
H 0.12532 -1.67100 -1.77443  0.419
H -0.17182 1.22713 -0.19867  -0.004
H -0.30008 3.50305 -3.91333  0.400
H 1.13100 1.06501 2.58556  0.402
H -3.36169 -0.33051 4.24099  0.419
H -3.28984 -0.95704 -2.17186  0.435
H -3.56696 3.76501 -3.02871  0.412
H 0.62649 -0.54810 0.00849  -0.008
H 3.41406 -3.10710 0.66799  0.413
H -0.48262 2.31212 4.01480  0.413
H -0.55593 1.17724 5.43100  0.406
H 1.04443 0.24079 -1.75833  0.415
H 1.96511 4.55533 1.69024  0.392
H -0.64639 0.02798 1.16828  -0.016
H 2.19730 -2.87198 -0.62442  0.395
H -0.07042 -2.07902 3.54760  0.399
H 2.01057 0.39419 3.93751  0.405
H 1.89041 0.23081 0.37611  0.409
H -2.81613 -3.15670 -2.05389  0.437
H -1.19215 5.53255 2.40474  0.411
H 5.38732 -2.82505 -0.15057  0.385
H -1.85457 -4.05606 0.51500  0.394
H -2.83976 -4.19682 -3.55154  0.452
H -2.46749 4.22674 -4.27706  0.401
H 0.39977 5.65206 3.01784  0.400
H 0.10729 -2.65310 -3.21626  0.406
H 0.11988 2.28599 -2.68916  0.431

Atomic forces in eV per Å
Ag -0.42 -0.25 0.01
O -0.26 0.85 0.57
O 0.21 0.18 -0.71
O -0.68 0.12 1.10
O 0.47 0.59 -0.10
O -0.23 -0.38 -0.49
O -0.76 -0.19 0.68
O -0.65 0.53 0.31
O 0.78 1.65 0.82
N -0.20 0.19 0.22
N -0.65 0.08 0.30
N -0.88 0.66 0.56
N -0.55 0.27 0.30
N -0.58 0.61 -0.65
N 0.94 0.73 0.57
N -1.06 0.04 -1.05
N -0.56 0.02 0.61
N -0.03 0.25 -1.45
N -1.12 0.86 -0.58
N -1.21 -1.11 -0.23
N 0.04 0.67 -0.17
N -0.32 0.01 -0.86
N 0.35 0.05 0.34
N -0.14 0.69 -0.20
N -0.92 0.15 -1.54
C 0.40 1.60 1.83
C -0.16 -2.00 -1.71
C -1.15 -0.87 0.47
C 2.34 -0.97 -0.75
C 1.73 -1.24 -0.75
C 1.05 -0.67 0.07
C 2.09 1.14 -0.41
C -0.45 -0.18 0.92
B -0.59 -0.98 0.37
H -0.49 -0.23 0.31
H 0.26 -0.50 0.29
H -0.05 -0.09 0.00
H 0.10 -0.09 -0.16
H 0.22 -0.28 -0.56
H -1.28 -0.75 -1.26
H 0.00 -0.09 -0.07
H -0.54 -0.24 -0.02
H 0.08 -0.35 -0.46
H 0.16 0.08 0.01
H 0.92 1.83 -0.75
H 0.61 -0.35 -0.05
H 0.00 -0.09 -0.06
H 0.20 -0.66 0.22
H -0.25 -0.47 0.02
H -0.06 0.21 -0.21
H 1.07 -0.98 -0.50
H -0.18 0.46 0.09
H 0.64 0.05 0.71
H 0.34 0.48 0.19
H 0.12 0.03 -0.05
H 0.17 -0.16 -0.06
H -0.31 0.14 1.59
H -0.30 -0.16 1.05
H 0.02 -0.48 0.02
H -0.22 0.05 -0.02
H 0.54 0.21 0.35
H 0.08 -0.88 0.21
H 0.15 0.10 0.17
H 0.67 0.16 -0.12
H 0.01 0.08 -0.03
H -0.03 -0.31 0.68
H 0.16 0.00 0.06
H 0.06 0.11 -0.09
H 0.26 0.07 0.12
H 0.04 -0.01 -0.04